Entry 1:
Computed, not measured: one molecule with the formula C2H5NOS in a non-equilibrium geometry, with ωB97M-V/def2-TZVPD.

CARTESIAN COORDINATES (ANGSTROEM)
C: 0.538436 -0.631297 0.087344
C: 0.929692 0.823001 0.074044
N: -0.700638 -1.040131 0.022723
O: -2.112674 1.095495 -0.194768
S: -2.200779 -0.350099 -0.299784
H: 1.187617 -1.431525 0.432864
H: 1.899823 0.798024 0.413097
H: 0.269425 1.441206 0.700894
H: 1.094952 1.268310 -1.026621
H: -0.905858 -1.972980 -0.209790

Forces on atoms 1 to 3 (eV/Å):
C -0.6 0.3 0.7
C -1.1 0.0 -2.5
N -0.5 1.4 -1.1

Values from the calculation:
**Relative energy (zero: lowest compared OMol25 entry of this formula, charge and spin)**: 73.58 kcal/mol
**Frontier orbital gap (alpha / beta)**: 7.556 / 7.149 eV
**HOMO level (alpha / beta)**: -7.15 / -6.96 eV
**Net charge**: 0

=====

Entry 2:
Computed, not measured: C49H39Cl2N5O4S2Zr as an isolated structure, with ωB97M-V/def2-TZVPD.

CARTESIAN COORDINATES (ANGSTROEM)
Zr: -0.218618 -0.182376 0.033551
C: 2.661594 -1.321607 3.466355
C: 1.495589 -0.825950 2.662268
N: 1.512931 -0.858607 1.365254
N: 2.621550 -1.503164 0.842552
C: 2.992044 -1.507822 -0.380797
S: 2.679120 -0.608224 -1.891611
S: 4.378004 -2.531163 -0.779262
C: 4.942599 -3.039906 0.855436
C: 5.761198 -2.039726 1.638180
C: 5.883514 -0.705198 1.268935
C: 6.616131 0.177727 2.052291
C: 7.229980 -0.255513 3.218781
C: 7.117586 -1.587842 3.591063
C: 6.393277 -2.470496 2.802777
C: 0.327608 -0.298552 3.358904
C: 0.485194 0.347401 4.597200
C: -0.591278 0.832690 5.300235
C: -1.879597 0.635868 4.793419
C: -2.071082 -0.007842 3.594657
C: -0.980611 -0.458141 2.826160
O: -1.196517 -1.008226 1.655102
H: 2.951344 -2.306452 3.100181
H: 2.411594 -1.382797 4.519943
H: 3.537895 -0.681539 3.333278
H: 5.517763 -3.953115 0.691767
H: 4.049362 -3.310355 1.416892
H: 5.418825 -0.357980 0.352415
H: 6.718085 1.210865 1.741135
H: 7.800809 0.435518 3.827192
H: 7.600091 -1.943573 4.493098
H: 6.311970 -3.511393 3.098017
H: 1.482494 0.490101 4.996275
H: -0.443337 1.350423 6.238901
H: -2.736984 1.000479 5.346910
H: -3.062046 -0.153632 3.183003
Cl: 0.363092 -4.937389 -5.675404
C: 0.280351 -4.128933 -4.136022
C: -0.148639 -4.831837 -3.024867
C: -0.219115 -4.183645 -1.803763
Cl: -0.789928 -5.031643 -0.405927
C: 0.140694 -2.836963 -1.659360
O: 0.071851 -2.208766 -0.505737
C: 0.554951 -2.159132 -2.815701
C: 0.855140 -0.705260 -2.638453
O: -0.106807 -0.018789 -2.010848
C: 0.630379 -2.793759 -4.042024
H: -0.430903 -5.872650 -3.104608
H: 1.158275 -0.238727 -3.583205
H: 0.950668 -2.251324 -4.923569
C: -0.922417 3.879606 2.301870
C: -2.182655 4.276023 1.870789
C: -2.864380 3.492724 0.958290
C: -2.290362 2.308487 0.484604
C: -1.022618 1.877472 0.901260
C: -0.361915 2.707940 1.812499
C: -3.022198 1.426468 -0.446693
C: -4.158712 1.877651 -1.167256
C: -4.802425 1.037645 -2.017150
C: -4.387884 -0.308611 -2.120169
C: -5.055943 -1.256421 -2.924730
C: -4.653443 -2.562076 -2.933392
C: -3.585546 -2.971841 -2.112601
C: -2.911794 -2.069870 -1.335783
C: -3.271016 -0.704604 -1.350833
N: -2.563339 0.194405 -0.590094
H: -0.384805 4.480661 3.027274
H: -2.633317 5.183888 2.251857
H: -3.854681 3.801360 0.644818
H: 0.623372 2.430609 2.176271
H: -4.479038 2.903441 -1.063404
H: -5.647825 1.379225 -2.604706
H: -5.899501 -0.929035 -3.521808
H: -5.167441 -3.288835 -3.549761
H: -3.296453 -4.015791 -2.085089
H: -2.127279 -2.396301 -0.668886
C: 3.706974 5.347050 -0.399898
N: 3.665519 3.890869 -0.335980
N: 2.461557 3.284127 -0.662651
C: 2.321925 2.129164 0.065607
O: 1.408750 1.331678 -0.158026
C: 3.426588 2.091548 0.972519
C: 4.188454 3.188691 0.715568
C: 5.394490 3.693582 1.423885
C: 1.839375 3.501550 -1.925573
C: 2.611327 3.654109 -3.070586
C: 1.980279 3.825670 -4.293525
C: 0.593900 3.816099 -4.370054
C: -0.163868 3.650159 -3.219342
C: 0.453483 3.507192 -1.986143
H: 3.137418 5.671554 -1.266205
H: 4.737471 5.670946 -0.524829
H: 3.281118 5.802406 0.498379
H: 3.623903 1.307500 1.685680
H: 5.739989 2.949362 2.136970
H: 5.164582 4.609305 1.973946
H: 6.201527 3.912903 0.723038
H: 3.692159 3.622179 -3.001448
H: 2.574835 3.948618 -5.190319
H: 0.105188 3.932633 -5.329008
H: -1.244937 3.630178 -3.276378
H: -0.124186 3.376764 -1.080586

Forces on atoms 1 to 3 (eV/Å):
Zr 0.0 0.8 -0.1
C 0.0 0.0 -0.1
C 0.1 0.1 0.0

Values from the calculation:
**Relative energy (zero: lowest compared OMol25 entry of this formula, charge and spin)**: 24.93 kcal/mol
**Frontier orbital gap**: 7.547 eV
**HOMO level**: -7.50 eV
**Net charge**: 0

=====

Entry 3:
Computed, not measured: a 11-piece molecular cluster, FH20O10 overall in a non-equilibrium geometry, with ωB97M-V/def2-TZVPD.

CARTESIAN COORDINATES (ANGSTROEM)
F: 6.339000 0.294000 -0.878000
O: 9.076000 -2.039000 -1.101000
H: 8.554000 -2.524000 -1.743000
H: 8.877000 -1.146000 -1.399000
O: 5.495000 1.284000 -3.273000
H: 5.746000 1.051000 -2.400000
H: 5.818000 2.197000 -3.262000
O: 3.474000 -1.847000 -0.407000
H: 3.831000 -2.728000 -0.537000
H: 4.105000 -1.350000 -0.895000
O: 7.594000 2.491000 1.632000
H: 8.250000 3.105000 1.404000
H: 6.969000 2.362000 0.919000
O: 4.564000 -0.053000 1.640000
H: 4.250000 -0.901000 1.365000
H: 5.535000 -0.051000 1.636000
O: 5.986000 2.727000 -0.340000
H: 6.236000 1.858000 -0.676000
H: 6.632000 3.403000 -0.623000
O: 3.559000 1.123000 -1.033000
H: 4.397000 0.642000 -1.032000
H: 3.469000 1.057000 -1.974000
O: 6.504000 -1.811000 -2.295000
H: 6.407000 -0.952000 -1.792000
H: 7.005000 -1.605000 -3.096000
O: 7.240000 -0.776000 1.305000
H: 6.953000 -0.342000 0.473000
H: 6.958000 -1.664000 1.058000
O: 8.609000 0.355000 -2.399000
H: 7.795000 0.365000 -1.804000
H: 8.447000 0.996000 -3.135000

Forces on atoms 1 to 3 (eV/Å):
F 0.1 0.2 -0.6
O 0.3 -0.3 0.0
H -0.2 -0.4 0.1

Values from the calculation:
**Relative energy (zero: lowest compared OMol25 entry of this formula, charge and spin)**: 12.78 kcal/mol
**Frontier orbital gap**: 9.692 eV
**HOMO level**: -6.93 eV
**Net charge**: -1

=====

Entry 4:
Computed, not measured: CHAlO2 as an isolated structure in a non-equilibrium geometry, with ωB97M-V/def2-TZVPD.

CARTESIAN COORDINATES (ANGSTROEM)
H: -0.295064 -0.382039 1.456860
O: -0.842156 0.652887 -0.036740
C: 0.140087 0.050065 0.506712
O: 0.921746 -0.620697 -0.224819
Al: 0.075387 0.299784 -1.702013

Forces on atoms 1 to 3 (eV/Å):
H 1.6 0.6 0.8
O 0.8 1.8 -2.4
C -3.3 -3.3 0.6

Values from the calculation:
**Relative energy (zero: lowest compared OMol25 entry of this formula, charge and spin)**: 10.33 kcal/mol
**Frontier orbital gap**: 8.278 eV
**HOMO level**: -24.72 eV
**Net charge**: +2

=====

Entry 5:
Computed, not measured: a 15-piece molecular cluster, C17H64N26O17 overall in a non-equilibrium geometry, with ωB97M-V/def2-TZVPD.

CARTESIAN COORDINATES (ANGSTROEM)
C: 0.705652 1.349726 -3.641603
O: 0.459072 2.320078 -2.891555
N: -0.032982 0.258308 -3.706781
N: 1.679773 1.310013 -4.548576
H: -0.940527 0.160096 -3.274556
H: 0.512809 -0.445604 -4.182938
H: 1.694953 0.513179 -5.168997
H: 2.322816 2.065093 -4.739499
C: -5.327581 1.160833 0.612680
O: -4.944244 0.757741 -0.488920
N: -6.583702 0.962130 0.954302
N: -4.583564 1.849385 1.458524
H: -6.868296 1.320559 1.854652
H: -7.215063 0.345066 0.463689
H: -4.830001 1.860679 2.437932
H: -3.643495 2.144463 1.236506
C: 3.014046 -2.290826 -3.794575
O: 4.218577 -2.274829 -4.041173
N: 2.454972 -2.602769 -2.660590
N: 1.986090 -2.045039 -4.576701
H: 3.111152 -2.583967 -1.893014
H: 1.488085 -2.364845 -2.491434
H: 1.260159 -2.742184 -4.492367
H: 2.235858 -1.552208 -5.422170
C: -0.299248 0.034383 0.100604
O: -0.866615 -0.620745 0.909124
N: -0.364639 1.296007 -0.181474
N: 0.465452 -0.631820 -0.696267
H: -1.098836 1.721730 0.366071
H: -0.264757 1.741895 -1.082196
H: 1.104337 -0.040610 -1.208507
H: 0.706316 -1.593712 -0.504292
C: 2.297045 -5.622268 0.581642
O: 2.294070 -6.809183 0.493169
N: 1.478175 -4.783001 0.034391
N: 3.258197 -5.031408 1.203140
H: 0.739717 -5.189336 -0.522091
H: 1.390028 -3.815836 0.311730
H: 3.900786 -5.402642 1.888244
H: 3.218354 -4.033719 1.051063
C: -3.534484 -0.856643 -3.109183
O: -3.112042 -1.604160 -4.018204
N: -4.606015 -0.046259 -3.266092
N: -2.838280 -0.602820 -2.079215
H: -4.881436 0.453918 -2.432998
H: -5.212346 -0.020870 -4.073445
H: -1.897976 -0.963519 -2.002916
H: -3.222560 0.203424 -1.607620
C: 1.167573 5.495274 -2.066723
O: 1.554351 6.650770 -1.813186
N: 1.892938 4.426992 -1.835981
N: 0.073332 5.203609 -2.761928
H: 2.754308 4.548703 -1.322819
H: 1.659260 3.467348 -2.047143
H: -0.103715 4.236090 -2.991436
H: -0.324915 5.920264 -3.351772
C: -2.836102 4.268726 -0.007937
O: -2.261180 3.268062 0.381750
N: -4.058399 4.236922 -0.468289
N: -2.425942 5.459850 0.096450
H: -4.451716 5.141886 -0.683787
H: -4.592626 3.382033 -0.406227
H: -2.728773 6.074998 -0.645162
H: -1.528299 5.491282 0.558336
C: -0.940144 -4.285265 -2.176561
O: -0.297363 -3.245716 -2.245356
N: -2.047046 -4.369313 -1.516116
N: -0.483027 -5.358264 -2.763740
H: -2.567269 -5.230745 -1.602121
H: -2.504218 -3.492617 -1.309955
H: 0.440721 -5.247314 -3.156787
H: -1.134533 -6.127744 -2.823240
C: 0.255823 4.357252 2.770609
O: -0.398496 5.417986 2.663764
N: 1.377094 4.210885 3.432266
N: -0.096801 3.228997 2.175855
H: 2.035452 3.473906 3.223638
H: 1.584949 4.899353 4.141420
H: 0.622711 2.523824 2.104200
H: -0.936597 3.261000 1.615668
C: -1.380621 0.483133 4.313419
O: -1.522228 0.389179 5.486027
N: -2.353973 0.217695 3.400433
N: -0.187002 0.768781 3.929887
H: -2.059001 0.145344 2.437179
H: -3.290207 -0.082211 3.632012
H: 0.460960 0.818510 4.703032
H: 0.063577 0.506898 2.987159
C: 1.806852 -2.274937 2.446195
O: 2.091598 -2.375118 1.234599
N: 0.564487 -2.179337 2.779070
N: 2.489731 -2.653369 3.495926
H: 0.286820 -1.988483 3.731212
H: -0.061362 -1.782695 2.092716
H: 3.490647 -2.724752 3.381169
H: 2.111685 -2.415142 4.401703
C: -4.587644 -3.837913 1.577837
O: -5.614328 -3.207535 1.360752
N: -4.624347 -5.005015 2.086348
N: -3.354876 -3.551130 1.413752
H: -3.682893 -5.354983 2.192588
H: -5.411965 -5.288141 2.651667
H: -3.014803 -2.607761 1.293329
H: -2.640787 -4.193564 1.725946
C: 5.050356 1.566572 -1.342042
C: 3.670631 1.066030 -1.860716
O: 3.259373 0.159405 -0.853602
O: 6.130128 0.692113 -1.436803
H: 5.101016 2.081968 -0.382920
H: 5.239793 2.296535 -2.129044
H: 3.863355 0.431678 -2.725913
H: 2.986909 1.867565 -2.140306
H: 3.775504 -0.649958 -0.865169
H: 6.678122 0.853846 -0.665352
C: 3.678785 1.060460 2.713304
C: 3.238081 0.691312 4.159454
O: 4.265006 0.813581 5.094463
O: 2.555878 1.082095 1.803803
H: 4.539631 0.444311 2.453708
H: 3.996243 2.103001 2.733999
H: 2.787806 -0.301331 4.157347
H: 2.401249 1.286632 4.524706
H: 4.915717 1.416702 4.727827
H: 2.756939 0.683114 0.954094

Forces on atoms 1 to 3 (eV/Å):
C -1.4 1.7 0.6
O 0.3 -0.7 -0.3
N 0.0 -0.8 0.0

Values from the calculation:
**Frontier orbital gap**: 9.141 eV
**HOMO level**: -9.14 eV
**Net charge**: 0

=====

Entry 6:
Computed, not measured: one molecule with the formula C2H4N2O in a non-equilibrium geometry, with ωB97M-V/def2-TZVPD.

CARTESIAN COORDINATES (ANGSTROEM)
C: -0.613297 -0.952961 -1.370666
C: 0.321178 1.132543 1.154511
H: 0.482141 -1.293115 -1.755971
H: -1.581082 -1.106722 -1.751031
H: 1.189854 -0.495305 0.608702
H: 1.269840 1.041620 1.669806
N: -0.798871 -0.309832 -0.107549
N: 0.434416 0.148750 0.244645
O: -0.704181 1.835023 1.307552

Forces on atoms 1 to 3 (eV/Å):
C 1.1 2.1 6.1
C -2.7 2.1 0.7
H -3.0 1.2 0.6

Values from the calculation:
**Relative energy (zero: lowest compared OMol25 entry of this formula, charge and spin)**: 78.80 kcal/mol
**Frontier orbital gap**: 9.526 eV
**HOMO level**: -9.57 eV
**Net charge**: 0